Computed, not measured: a structure of composition C50H56BrCaN5O7Se at a distorted geometry, with ωB97M-V/def2-TZVPD.

ORCA input file:
```
! wB97M-V def2-TZVPD RIJCOSX def2/J DEFGRID3
* xyz -2 1
Ca 1.2393 -1.1192 0.3030
C -5.3923 -2.9544 4.4153
C -5.2715 -2.0267 3.1964
C -5.9218 -0.6706 3.5181
C -6.0479 -2.6638 2.0395
C -3.8057 -1.8004 2.8492
C -3.2597 -2.0942 1.6110
C -1.9382 -1.7927 1.3359
Se -1.2453 -2.2134 -0.4184
C -1.8444 -0.5906 -1.3081
C -3.0639 -0.5836 -1.9594
C -3.5206 0.5638 -2.5917
C -2.7134 1.6972 -2.4975
C -1.4825 1.7238 -1.8721
C -0.9614 0.5211 -1.2907
O 0.2343 0.4037 -0.8357
C -0.6283 2.9882 -1.8623
C -0.1713 3.2970 -0.4301
C -1.3614 4.2251 -2.3957
C 0.5859 2.7540 -2.7726
C -4.8008 0.6226 -3.4149
C -4.4305 1.0018 -4.8575
C -5.5240 -0.7268 -3.4531
C -5.7715 1.6674 -2.8407
C -1.0648 -1.1821 2.2687
O 0.1315 -0.8780 1.9549
C -1.6315 -0.9229 3.5621
C -2.9522 -1.2326 3.8012
C -0.7265 -0.3184 4.6309
C -0.1406 1.0081 4.1229
C 0.4136 -1.3053 4.9205
C -1.4593 -0.0320 5.9491
H -6.4412 -3.1265 4.6638
H -4.9217 -3.9119 4.2011
H -4.9024 -2.5251 5.2856
H -6.9841 -0.7921 3.7369
H -5.4456 -0.2060 4.3778
H -5.8131 0.0021 2.6693
H -7.0936 -2.7954 2.3218
H -6.0098 -2.0322 1.1548
H -5.6351 -3.6389 1.7909
H -3.8427 -2.5517 0.8232
H -3.6296 -1.5057 -1.9723
H -3.0746 2.6029 -2.9569
H -1.0198 3.5940 0.1833
H 0.2720 2.4142 0.0218
H 0.5562 4.1097 -0.4246
H -2.2691 4.4232 -1.8313
H -0.7124 5.0959 -2.3136
H -1.6179 4.1075 -3.4462
H 1.1062 1.8467 -2.4851
H 0.2568 2.6451 -3.8055
H 1.2750 3.5967 -2.7163
H -3.7246 0.2776 -5.2599
H -5.3193 1.0159 -5.4881
H -3.9632 1.9824 -4.8989
H -4.8762 -1.4996 -3.8595
H -5.8407 -1.0234 -2.4563
H -6.4089 -0.6544 -4.0859
H -5.3395 2.6649 -2.8683
H -6.7002 1.6832 -3.4138
H -6.0089 1.4278 -1.8063
H -3.3608 -1.0275 4.7802
H 0.4130 0.8335 3.2036
H -0.9374 1.7257 3.9231
H 0.5400 1.4306 4.8627
H 0.9359 -1.5625 4.0028
H 1.1334 -0.8707 5.6142
H 0.0186 -2.2236 5.3539
H -2.2743 0.6758 5.7995
H -1.8560 -0.9478 6.3840
H -0.7613 0.4026 6.6649
O 7.2864 -0.1028 4.1468
C 6.5434 -1.0896 4.2032
O 6.6567 -2.1423 4.8314
C 5.2438 -0.9641 3.3210
C 4.9324 0.2640 2.7482
C 3.8275 0.3564 1.9249
N 3.0527 -0.6792 1.6304
C 3.3187 -1.8453 2.2027
C 4.3971 -2.0311 3.0658
C 2.3713 -3.0023 1.8665
O 2.2074 -3.8655 2.7211
O 1.8700 -2.9727 0.7166
H 5.5657 1.1150 2.9535
H 3.5550 1.3042 1.4678
H 4.5737 -2.9998 3.5090
O 0.5788 -0.7570 -3.6020
H -0.1369 -0.1299 -3.7330
H 0.7493 -0.7427 -2.6472
Br 4.6452 -3.9805 -0.4537
C 3.6254 -4.2963 -2.0309
C 4.0187 -5.3087 -2.9020
C 3.2820 -5.4631 -4.0623
C 2.2079 -4.6172 -4.3005
C 1.9094 -3.6435 -3.3559
N 2.6136 -3.4918 -2.2490
H 4.8651 -5.9372 -2.6759
H 3.5519 -6.2202 -4.7857
H 1.6237 -4.7066 -5.2047
H 1.1062 -2.9332 -3.4916
N 6.0548 7.9174 -2.3813
C 5.7892 6.8113 -2.1918
C 5.4500 5.4655 -2.0009
C 4.2845 5.1081 -1.3046
C 3.9224 3.7890 -1.1770
C 4.6996 2.7713 -1.7489
C 5.8851 3.1294 -2.4061
C 6.2579 4.4466 -2.5287
N 4.2861 1.4431 -1.6937
C 4.9249 0.3528 -2.2442
C 4.1242 -0.7202 -2.0074
N 3.0149 -0.3294 -1.3265
C 3.1312 0.9526 -1.1509
H 3.6666 5.8863 -0.8801
H 3.0278 3.5433 -0.6300
H 6.5269 2.3708 -2.8255
H 7.1714 4.7074 -3.0458
H 5.8703 0.4102 -2.7410
H 4.2815 -1.7370 -2.2937
H 2.3922 1.5348 -0.6452
*
```

* LUMO level: 3.04 eV
* HOMO level: -2.74 eV



Computed, not measured: a structure of composition C50H56InN7S2 at a distorted geometry, with ωB97M-V/def2-TZVPD.

ORCA input file:
```
! wB97M-V def2-TZVPD RIJCOSX def2/J DEFGRID3
* xyz 2 1
In -0.7168 0.8338 0.5450
C 0.0758 -2.8267 3.3438
C -1.1178 -1.8958 3.4399
C -2.3601 -2.5404 4.1025
C -0.8824 -0.5679 4.1736
C -0.1376 -0.5278 5.3399
C 0.0009 0.6587 6.0489
C -0.6014 1.8316 5.5681
C -1.3552 1.8532 4.4132
C -2.2304 3.1127 4.1529
C -2.1552 3.7163 2.7491
C -3.6531 2.9360 4.6119
C -1.3903 0.6180 3.7075
N -1.8784 0.6021 2.3322
C -3.0956 0.1829 2.0864
C -3.5298 0.0829 0.7786
C -4.8278 -0.1923 0.3694
C -4.8499 -0.1069 -1.0093
C -3.5106 0.0997 -1.4072
N -2.7038 0.2378 -0.3046
C -3.0861 -0.0334 -2.8547
C -1.6389 0.5232 -3.1062
C -3.2132 -1.4991 -3.3185
C -4.0350 0.7488 -3.7785
H -0.1247 -3.6398 2.6540
H 0.1934 -3.3369 4.3340
H 0.9942 -2.2712 3.0223
H -1.3893 -1.6711 2.3902
H -2.0877 -2.7183 5.1677
H -2.5294 -3.5205 3.5713
H -3.1989 -1.9075 4.0140
H 0.3644 -1.3852 5.7783
H 0.3886 0.6593 7.0173
H -0.3447 2.6843 6.1858
H -1.7590 3.8188 4.7995
H -2.6667 3.0348 2.0685
H -1.1741 3.9104 2.3567
H -2.7240 4.6492 2.6456
H -4.1411 2.2998 3.9371
H -4.1635 3.9043 4.6162
H -3.7351 2.5326 5.6316
H -3.7786 -0.1597 2.8929
H -5.6418 -0.3068 1.0824
H -5.6754 -0.2593 -1.6844
H -0.9682 -0.0889 -2.5570
H -1.6470 1.5565 -2.7364
H -1.4541 0.5392 -4.2010
H -2.6234 -2.1672 -2.7074
H -2.9211 -1.6506 -4.3465
H -4.2185 -1.9322 -3.1647
H -4.1332 1.8555 -3.5926
H -5.0127 0.3008 -3.6784
H -3.8395 0.6085 -4.8543
S 1.2579 1.1040 -1.2247
C 1.5635 -0.4731 -1.7889
N 2.1470 -0.7324 -2.9729
C 2.6100 -2.1126 -3.3622
C 3.0750 -2.8611 -2.1061
N 2.1146 -2.6897 -1.0209
C 2.0526 -3.8459 -0.1211
C 1.4368 -4.9919 -0.8864
C 0.1503 -4.8226 -1.4319
C -0.4251 -5.8597 -2.1524
C 0.2110 -7.0875 -2.1899
C 1.5073 -7.2616 -1.7284
C 2.1255 -6.2047 -1.0980
C 1.2862 -1.7026 -0.8820
S 0.0543 -1.6943 0.2570
C 2.4358 0.3050 -3.9272
C 3.9749 0.7011 -3.8939
C 4.5916 0.7347 -5.1356
C 5.9342 1.1166 -5.2643
C 6.6507 1.4396 -4.1330
C 6.0196 1.3800 -2.8922
C 4.6702 1.0623 -2.7556
H 3.4468 -2.0073 -4.0938
H 1.8796 -2.7168 -3.8727
H 4.0836 -2.5959 -1.7440
H 3.0519 -3.8845 -2.3897
H 1.4655 -3.5268 0.7007
H 3.0889 -4.1445 0.1638
H -0.3982 -3.9252 -1.3333
H -1.3754 -5.6779 -2.6783
H -0.3322 -7.9483 -2.6434
H 1.9835 -8.2070 -1.8045
H 3.1682 -6.2261 -0.6783
H 1.7636 1.1358 -3.7119
H 2.1342 -0.0729 -4.8935
H 4.1515 0.4630 -6.1047
H 6.4580 1.0584 -6.2209
H 7.7489 1.5672 -4.1853
H 6.6514 1.6136 -2.0422
H 4.2448 0.9489 -1.7485
N -1.2249 7.3611 -3.2346
C -1.2019 6.4716 -2.5078
C -1.1551 5.3415 -1.5581
C 0.0414 4.9729 -1.0497
C 0.0858 3.8402 -0.2863
N -0.9868 3.0769 0.0032
C -2.1477 3.4710 -0.4793
C -2.2735 4.6063 -1.2157
H 0.9947 5.4776 -1.2505
H 1.0020 3.4215 0.0640
H -3.0056 2.8148 -0.2806
H -3.3093 4.7775 -1.5658
C 3.4613 2.1540 3.3756
C 2.2649 2.7754 3.5912
C 1.1600 2.4128 2.8726
N 1.1833 1.3528 1.9604
C 2.3248 0.6825 1.8731
C 3.5206 1.1250 2.4229
H 4.3577 2.5536 3.8269
H 2.1267 3.4819 4.3500
H 0.2146 2.8721 2.9486
H 2.3301 -0.2093 1.2406
H 4.4824 0.6228 2.2638
*
```

* LUMO level: -6.32 eV
* HOMO level: -12.61 eV



It is found that the calculated total energy values, taken in the order of the records, are -8392.713057 -3308.215844 Eh.